No. 1
100
Properties=species:S:1:pos:R:3:lowdin_charge:R:1 method="wB97M-V/def2-TZVPD" smiles="CCCCCCCC[C@@]1(CCCCC)OS(=O)(=O)O[C@H]1S(C)(=O)=O.CCN(CC)CC.CCN(CC)CC"
C -3.82 -4.26 -1.20 -0.12
C -2.34 -4.01 -0.96 -0.27
C -1.47 -4.43 -2.13 -0.23
C 0.02 -4.11 -1.95 -0.20
C 0.84 -5.24 -1.28 -0.19
C 1.70 -4.88 -0.06 -0.19
C 2.73 -3.77 -0.34 -0.16
C 2.35 -2.29 -0.15 -0.11
C 1.62 -1.76 1.09 -0.38
C 1.25 -0.28 0.91 -0.11
C 2.39 0.69 0.55 -0.17
C 2.63 0.91 -0.96 -0.20
C 2.50 2.37 -1.42 -0.24
C 1.73 2.55 -2.74 -0.11
O 0.36 -2.49 1.18 -0.16
S -0.11 -2.69 2.66 0.59
O -0.72 -1.49 3.13 -0.21
O -0.74 -3.95 2.80 -0.19
O 1.35 -2.79 3.26 -0.17
C 2.25 -1.96 2.53 -0.26
S 3.86 -2.75 2.93 0.68
C 5.08 -1.83 2.04 -0.11
O 3.85 -4.11 2.46 -0.28
O 4.03 -2.46 4.32 -0.29
H -3.99 -5.30 -1.49 0.07
H -4.21 -3.62 -1.99 0.07
H -4.41 -4.08 -0.30 0.07
H -2.17 -2.95 -0.75 0.11
H -2.02 -4.55 -0.06 0.11
H -1.83 -3.94 -3.04 0.11
H -1.58 -5.51 -2.29 0.11
H 0.45 -3.90 -2.93 0.11
H 0.11 -3.18 -1.38 0.08
H 1.51 -5.68 -2.02 0.11
H 0.16 -6.04 -0.98 0.11
H 2.27 -5.77 0.19 0.12
H 1.09 -4.68 0.82 0.09
H 3.63 -3.97 0.24 0.08
H 3.02 -3.86 -1.39 0.12
H 3.27 -1.70 -0.22 0.10
H 1.75 -1.96 -1.00 0.11
H 0.48 -0.26 0.12 0.14
H 0.75 0.05 1.82 0.11
H 3.31 0.36 1.03 0.10
H 2.15 1.65 1.01 0.11
H 1.93 0.29 -1.53 0.09
H 3.62 0.54 -1.22 0.11
H 3.50 2.79 -1.55 0.10
H 2.03 2.97 -0.64 0.10
H 1.16 3.48 -2.75 0.07
H 1.03 1.72 -2.91 0.07
H 2.40 2.58 -3.60 0.07
H 2.33 -0.99 3.03 0.14
H 5.91 -2.52 1.89 0.08
H 5.38 -1.00 2.68 0.08
H 4.71 -1.46 1.09 0.04
C -3.00 4.67 -5.56 -0.09
C -1.55 4.25 -5.71 -0.28
N -1.31 3.42 -6.87 -0.20
C -0.01 2.76 -6.86 -0.25
C 1.24 3.64 -6.94 -0.09
C -1.74 3.97 -8.15 -0.25
C -1.17 5.33 -8.56 -0.08
H -3.65 3.79 -5.58 0.08
H -3.15 5.18 -4.61 0.07
H -3.32 5.35 -6.35 0.06
H -1.25 3.67 -4.83 0.11
H -0.92 5.16 -5.69 0.10
H 0.00 2.04 -7.68 0.11
H 0.04 2.18 -5.94 0.10
H 1.39 4.05 -7.94 0.05
H 2.12 3.04 -6.70 0.07
H 1.20 4.47 -6.24 0.07
H -2.83 4.05 -8.13 0.10
H -1.51 3.23 -8.91 0.11
H -1.22 6.05 -7.75 0.07
H -1.75 5.73 -9.39 0.07
H -0.13 5.27 -8.89 0.05
C -2.91 1.36 9.46 -0.09
C -1.88 0.88 8.45 -0.28
N -2.48 0.40 7.22 -0.20
C -1.56 -0.34 6.37 -0.24
C -0.35 0.39 5.79 -0.09
C -3.35 1.35 6.53 -0.25
C -2.76 2.71 6.15 -0.08
H -3.67 0.59 9.63 0.08
H -2.42 1.58 10.41 0.07
H -3.41 2.27 9.14 0.06
H -1.34 0.03 8.88 0.12
H -1.14 1.67 8.30 0.10
H -2.14 -0.78 5.55 0.11
H -1.20 -1.19 6.97 0.11
H -0.64 1.08 4.99 0.06
H 0.34 -0.33 5.37 0.06
H 0.18 0.96 6.55 0.07
H -4.22 1.52 7.16 0.10
H -3.72 0.85 5.64 0.11
H -2.21 3.16 6.98 0.06
H -3.56 3.40 5.88 0.07
H -2.08 2.65 5.30 0.05

No. 2
108
Properties=species:S:1:pos:R:3:lowdin_charge:R:1 method="wB97M-V/def2-TZVPD" smiles="CCCO[C@@H](CN(C)[C@H](I)CC)OCCl.CNC(C)=O.CNC(C)=O.CNC(C)=O.CNC(C)=O.CNC(C)=O.CNC(C)=O"
C 0.46 -4.75 1.46 -0.10
C 0.95 -3.27 1.48 -0.19
C 0.59 -2.50 0.16 -0.18
O -0.49 -1.63 0.47 -0.14
C -1.47 -1.63 -0.52 -0.36
C -2.46 -2.87 -0.36 -0.14
N -3.83 -2.47 -0.71 -0.25
C -4.14 -2.87 -2.08 -0.08
C -4.84 -2.92 0.24 -0.68
I -4.51 -2.11 2.25 0.90
C -5.14 -4.45 0.27 -0.28
C -4.12 -5.33 1.04 -0.14
O -2.16 -0.40 -0.63 -0.11
C -2.15 0.32 0.56 -0.57
Cl -0.71 1.44 0.70 0.59
H 1.00 -5.28 2.27 0.07
H -0.62 -4.85 1.63 0.06
H 0.70 -5.22 0.49 0.07
H 0.42 -2.75 2.30 0.11
H 2.03 -3.22 1.64 0.10
H 0.34 -3.25 -0.62 0.12
H 1.51 -1.96 -0.13 0.11
H -0.96 -1.77 -1.50 0.16
H -2.36 -3.32 0.64 0.08
H -2.14 -3.61 -1.12 0.12
H -4.02 -3.97 -2.20 0.08
H -3.37 -2.44 -2.75 0.10
H -5.16 -2.58 -2.37 0.10
H -5.79 -2.44 -0.08 0.08
H -5.29 -4.90 -0.73 0.10
H -6.11 -4.56 0.79 0.10
H -3.83 -4.95 2.02 0.02
H -3.24 -5.47 0.38 0.06
H -4.55 -6.34 1.15 0.07
H -2.27 -0.29 1.47 0.03
H -3.02 0.99 0.52 0.09
C 3.71 -0.22 -1.99 -0.01
C 3.90 -1.64 -2.45 -0.55
O 3.41 -2.59 -1.85 0.00
N 4.64 -1.86 -3.56 0.01
C 5.30 -0.87 -4.40 -0.09
H 3.11 -0.21 -1.09 0.07
H 4.68 0.23 -1.76 0.08
H 3.20 0.36 -2.76 0.08
H 4.72 -2.83 -3.81 0.14
H 4.90 -0.96 -5.42 0.08
H 6.37 -1.08 -4.42 0.08
H 5.14 0.14 -4.04 0.05
C 7.43 3.69 -5.39 -0.01
C 6.85 2.30 -5.52 -0.53
O 6.76 1.54 -4.57 0.02
N 6.41 1.91 -6.75 0.01
C 6.43 2.66 -7.99 -0.07
H 7.73 3.85 -4.36 0.08
H 8.31 3.79 -6.03 0.09
H 6.69 4.44 -5.66 0.09
H 6.03 0.98 -6.76 0.13
H 5.40 2.75 -8.36 0.08
H 7.01 2.10 -8.73 0.08
H 6.85 3.65 -7.86 0.07
C 6.24 -2.62 0.28 0.00
C 6.24 -1.22 0.85 -0.54
O 5.38 -0.40 0.57 0.03
N 7.26 -0.89 1.69 0.00
C 8.37 -1.70 2.14 -0.08
H 5.37 -2.73 -0.37 0.06
H 7.14 -2.79 -0.31 0.09
H 6.17 -3.35 1.08 0.09
H 7.19 0.06 2.03 0.14
H 8.34 -1.78 3.22 0.08
H 9.30 -1.22 1.84 0.08
H 8.33 -2.70 1.71 0.07
C -5.53 1.58 7.68 -0.01
C -5.36 0.14 7.28 -0.55
O -5.84 -0.78 7.93 0.02
N -4.65 -0.12 6.15 0.01
C -4.02 0.83 5.25 -0.08
H -6.11 1.62 8.60 0.08
H -4.55 2.04 7.87 0.09
H -6.06 2.13 6.90 0.05
H -4.58 -1.10 5.93 0.13
H -4.45 0.71 4.25 0.05
H -2.95 0.61 5.21 0.08
H -4.17 1.86 5.58 0.06
C -8.02 2.56 4.30 0.00
C -6.79 3.42 4.18 -0.54
O -5.98 3.53 5.10 0.02
N -6.57 4.07 3.00 0.01
C -7.40 4.06 1.81 -0.07
H -8.05 2.12 5.29 0.08
H -8.92 3.18 4.17 0.09
H -8.01 1.77 3.56 0.09
H -5.73 4.61 3.00 0.14
H -6.80 3.68 0.97 0.08
H -7.71 5.08 1.59 0.08
H -8.28 3.43 1.93 0.07
C 1.45 4.17 -3.24 -0.01
C 0.59 5.36 -2.91 -0.56
O 0.44 6.29 -3.69 0.02
N -0.03 5.38 -1.70 0.00
C 0.02 4.38 -0.65 -0.11
H 1.87 4.30 -4.23 0.08
H 2.27 4.08 -2.52 0.08
H 0.85 3.26 -3.24 0.08
H -0.58 6.21 -1.55 0.14
H -0.99 4.03 -0.45 0.05
H 0.42 4.85 0.26 0.09
H 0.65 3.54 -0.92 0.05

| no. | strongest force on any atom (eV Å⁻¹) | gap between HOMO and LUMO (eV) |
| --- | --- | --- |
| 1 | 0.26 | 8.16 |
| 2 | 2.18 | 9.02 |